Entry from the OMol25 dataset: a 2-piece molecular cluster, C3H7BCl2O2 overall in a non-equilibrium geometry (ωB97M-V with the def2-TZVPD basis set).

ORCA input file:
```
! RIJCOSX wB97M-V def2-TZVPD def2/J DEFGRID3
* xyz 0 1
B -0.598 -1.638 -0.469
C 2.032 0.598 -0.261
C 1.564 -0.587 0.508
C -1.898 0.877 0.557
O -1.778 -1.858 -0.727
O 0.658 -1.363 -0.295
Cl -3.535 0.035 0.183
Cl -1.339 1.476 -1.015
H 1.782 0.530 -1.278
H 1.493 1.457 0.051
H 3.150 0.844 -0.162
H 1.077 -0.013 1.286
H 2.249 -1.321 0.767
H -2.184 1.694 1.248
H -2.673 -0.730 -0.394
*
```

Calculated values
HOMO level: -7.68 eV
Strongest force on any atom: 2.90 eV Å⁻¹
LUMO: 0.52 eV
Relative energy (zero: lowest compared OMol25 entry of this formula, charge and spin): 115.5 kcal per mole
HOMO-LUMO gap: 8.199 eV
Energy: -1214.13924 Eh

=====

Entry from the OMol25 dataset: a 2-piece molecular cluster, C3H10N3S overall in a non-equilibrium geometry (ωB97M-V with the def2-TZVPD basis set).

ORCA input file:
```
! RIJCOSX wB97M-V def2-TZVPD def2/J DEFGRID3
* xyz 1 1
C 1.689 0.338 -0.106
C -2.311 -1.107 -0.847
C -1.488 -1.002 0.409
N 2.365 1.332 -0.622
N -0.841 0.243 0.767
N 2.385 -0.322 0.776
S -1.403 1.500 0.018
H -1.791 -0.487 -1.700
H -2.749 -2.062 -1.070
H -3.161 -0.457 -0.781
H -2.073 -1.206 1.240
H -0.656 -1.869 0.573
H 1.895 2.161 -1.079
H 3.302 1.601 -0.553
H 3.218 0.121 1.102
H 2.140 -1.149 1.277
H -0.521 2.365 0.595
*
```

Calculated values
HOMO level (alpha / beta): -12.25 / -13.01 eV
Strongest force on any atom: 4.92 eV Å⁻¹
LUMO (alpha / beta): -6.40 / -5.99 eV
Relative energy (zero: lowest compared OMol25 entry of this formula, charge and spin): 119.3 kcal per mole
HOMO-LUMO gap (alpha / beta): 5.846 / 7.022 eV
Energy: -682.35032 Eh

=====

Entry from the OMol25 dataset: C58H42ClDyFGeN3O4P3 as an isolated structure in a non-equilibrium geometry (ωB97M-V with the def2-TZVPD basis set).

ORCA input file:
```
! RIJCOSX wB97M-V def2-TZVPD def2/J DEFGRID3
* xyz 1 6
Dy 0.079 0.517 -3.427
F 0.197 -1.427 -3.192
Ge 0.601 -1.334 0.547
C 1.319 -1.298 2.486
C 2.413 -1.966 2.904
C 3.057 -1.635 4.124
C 2.566 -0.793 5.056
C 1.309 -0.174 4.731
C 0.759 -0.370 3.448
P -0.755 0.546 2.984
C -1.756 0.724 4.524
C -1.571 -0.116 5.630
C -2.432 0.032 6.725
C -3.620 0.859 6.625
C -3.838 1.632 5.486
C -2.870 1.572 4.470
C -0.112 2.180 2.839
C -0.014 2.748 1.523
C 0.480 4.043 1.408
C 0.739 4.805 2.516
C 0.464 4.290 3.745
C 0.106 2.959 3.936
C -1.040 -2.483 0.794
C -1.073 -3.379 1.908
C -2.099 -4.207 2.170
C -3.154 -4.365 1.180
C -3.178 -3.412 0.122
C -2.175 -2.433 -0.051
P -2.324 -1.003 -1.102
C -2.904 -1.623 -2.754
C -3.012 -2.948 -3.013
C -3.380 -3.371 -4.342
C -3.576 -2.462 -5.362
C -3.415 -1.126 -5.075
C -3.169 -0.677 -3.729
C -3.818 -0.121 -0.574
C -5.117 -0.608 -0.879
C -6.201 0.118 -0.346
C -6.032 1.065 0.646
C -4.747 1.552 0.926
C -3.654 0.918 0.388
C 1.988 -2.404 -0.246
C 2.178 -3.654 0.358
C 3.276 -4.559 -0.044
C 4.185 -3.988 -0.912
C 4.065 -2.767 -1.482
C 2.920 -1.966 -1.211
P 3.023 -0.359 -1.897
C 3.598 0.760 -0.669
C 4.065 0.349 0.647
C 4.795 1.238 1.443
C 4.961 2.565 1.070
C 4.552 3.004 -0.165
C 3.765 2.111 -1.002
C 4.176 -0.414 -3.183
C 3.846 -1.031 -4.396
C 4.748 -0.944 -5.462
C 5.929 -0.189 -5.324
C 6.334 0.228 -4.059
C 5.503 0.085 -2.940
H 2.938 -2.655 2.275
H 4.004 -2.141 4.291
H 2.887 -0.704 6.055
H 0.742 0.405 5.448
H -0.858 -0.936 5.749
H -2.361 -0.718 7.558
H -4.335 0.859 7.440
H -4.674 2.265 5.291
H -3.103 2.115 3.572
H -0.383 2.030 0.783
H 0.594 4.407 0.421
H 1.321 5.757 2.460
H 0.669 4.886 4.674
H -0.160 2.585 4.927
H -0.227 -3.302 2.615
H -2.071 -4.907 2.959
H -3.821 -5.198 1.200
H -4.020 -3.417 -0.570
H -2.577 -3.759 -2.408
H -3.426 -4.436 -4.555
H -3.922 -2.810 -6.326
H -3.572 -0.305 -5.778
H -3.138 0.426 -3.629
H -5.186 -1.501 -1.464
H -7.141 -0.154 -0.784
H -6.914 1.468 1.109
H -4.650 2.296 1.676
H -2.622 1.146 0.570
H 1.334 -4.067 0.944
H 3.352 -5.575 0.369
H 5.077 -4.544 -1.210
H 4.780 -2.486 -2.237
H 3.613 -0.595 1.011
H 5.038 1.020 2.446
H 5.516 3.221 1.678
H 4.535 4.056 -0.441
H 3.380 2.405 -1.977
H 2.924 -1.681 -4.525
H 4.450 -1.294 -6.486
H 6.550 -0.009 -6.250
H 7.318 0.654 -3.802
H 5.869 0.349 -1.886
N -1.148 2.256 -2.604
C -1.826 3.186 -2.259
C -2.655 4.271 -1.911
C -2.102 5.357 -1.217
N -1.554 6.196 -0.635
C -3.958 4.341 -2.542
N -5.006 4.608 -3.018
O 1.107 1.775 -4.989
Cl -0.057 1.900 -5.971
O 0.268 1.459 -7.286
O -0.706 3.190 -5.981
O -1.053 1.008 -5.302
*
```

Calculated values
HOMO level (alpha / beta): -10.04 / -10.05 eV
Strongest force on any atom: 4.03 eV Å⁻¹
LUMO (alpha / beta): -5.97 / -5.98 eV
HOMO-LUMO gap (alpha / beta): 4.067 / 4.065 eV
Energy: -7246.08583 Eh

=====

Entry from the OMol25 dataset: C5H12NO as an isolated structure in a non-equilibrium geometry (ωB97M-V with the def2-TZVPD basis set).

ORCA input file:
```
! RIJCOSX wB97M-V def2-TZVPD def2/J DEFGRID3
* xyz -1 1
C 2.874 -0.802 -2.866
N 2.069 -1.823 -2.276
C -0.422 0.468 0.537
C -1.346 -0.108 1.361
C -2.403 0.837 1.941
O -1.915 2.025 2.259
C 0.499 -0.295 -0.336
H 3.742 -1.148 -3.481
H 2.340 -0.113 -3.576
H 3.337 -0.148 -2.112
H 1.729 -2.459 -2.995
H -0.608 1.519 0.337
H -0.235 0.435 1.805
H -1.427 -1.180 1.511
H -2.946 0.276 2.746
H -3.163 0.810 1.106
H 1.385 0.223 -0.671
H 0.743 -1.284 0.041
H -0.107 -0.527 -1.225
*
```

Calculated values
HOMO level: -1.51 eV
Strongest force on any atom: 1.51 eV Å⁻¹
LUMO: 3.09 eV
Relative energy (zero: lowest compared OMol25 entry of this formula, charge and spin): 125.2 kcal per mole
HOMO-LUMO gap: 4.596 eV
Energy: -327.49652 Eh

=====

Entry from the OMol25 dataset: C24H71BrCuN13O9 as an isolated structure in a non-equilibrium geometry (ωB97M-V with the def2-TZVPD basis set).

ORCA input file:
```
! RIJCOSX wB97M-V def2-TZVPD def2/J DEFGRID3
* xyz 1 2
Cu 5.989 2.383 5.244
Br 7.103 1.688 0.906
C 10.670 2.447 -1.597
O 11.553 3.031 -2.213
N 9.418 2.835 -1.512
N 10.815 1.307 -0.918
H 9.280 3.814 -1.719
H 8.928 2.499 -0.695
H 10.074 0.894 -0.369
H 11.728 0.935 -0.700
C 7.887 -0.286 4.762
O 7.286 0.637 5.219
N 8.836 -0.927 5.296
N 7.645 -0.782 3.569
H 9.121 -0.904 6.265
H 9.338 -1.557 4.687
H 8.188 -1.582 3.278
H 7.090 -0.303 2.875
C 4.348 -2.547 -2.258
O 4.021 -3.268 -3.212
N 5.538 -2.617 -1.741
N 3.575 -1.609 -1.698
H 6.179 -3.050 -2.391
H 5.825 -1.984 -1.008
H 2.688 -1.523 -2.174
H 4.062 -0.767 -1.426
C 5.279 2.210 -2.704
O 4.666 2.479 -3.698
N 4.837 1.581 -1.666
N 6.506 2.658 -2.587
H 5.567 1.370 -1.001
H 3.878 1.267 -1.713
H 6.903 3.003 -3.449
H 7.003 2.880 -1.736
C 10.287 -2.563 1.200
C 10.784 -3.389 2.426
C 12.228 -3.978 2.236
O 12.671 -4.656 3.479
C 13.942 -5.367 3.292
N 10.702 -2.628 3.729
H 10.564 -3.073 0.277
H 10.717 -1.565 1.291
H 9.198 -2.520 1.208
H 10.119 -4.252 2.460
H 12.904 -3.123 2.275
H 12.290 -4.602 1.344
H 13.888 -6.087 2.475
H 14.160 -6.043 4.119
H 14.734 -4.655 3.059
H 11.227 -3.249 4.329
H 11.234 -1.797 3.514
C 2.659 1.660 3.158
C 3.670 0.520 3.561
C 3.525 -0.717 2.654
O 4.277 -1.732 3.312
C 4.453 -2.771 2.328
N 5.064 1.013 3.583
H 2.777 2.551 3.775
H 1.607 1.466 3.367
H 2.761 2.074 2.155
H 3.592 0.180 4.593
H 3.788 -0.553 1.609
H 2.462 -0.958 2.688
H 4.926 -3.541 2.938
H 5.183 -2.510 1.562
H 3.504 -3.077 1.888
H 5.196 1.136 2.589
H 5.654 0.237 3.846
C 9.704 -5.817 -3.083
C 8.726 -4.774 -3.510
C 9.158 -3.320 -3.150
O 8.161 -2.424 -3.601
C 8.198 -1.194 -2.836
N 8.532 -4.847 -4.946
H 9.713 -5.880 -1.995
H 10.741 -5.585 -3.326
H 9.221 -6.742 -3.396
H 7.784 -5.008 -3.015
H 10.114 -2.926 -3.497
H 9.285 -3.285 -2.068
H 7.918 -1.182 -1.782
H 7.519 -0.487 -3.313
H 9.129 -0.642 -2.967
H 7.970 -4.042 -5.184
H 9.392 -4.679 -5.449
C 4.244 4.535 1.029
C 4.977 5.777 0.868
C 4.592 6.630 -0.453
O 4.926 6.018 -1.731
C 3.824 5.463 -2.544
N 4.791 6.581 2.111
H 4.610 3.710 0.419
H 3.242 4.728 0.645
H 4.185 4.085 2.021
H 6.017 5.457 0.817
H 5.326 7.436 -0.456
H 3.597 7.073 -0.428
H 3.934 5.604 -3.620
H 2.826 5.850 -2.337
H 3.802 4.378 -2.448
H 4.680 5.923 2.869
H 5.653 7.103 2.177
C 9.811 2.704 4.649
C 8.798 3.838 4.371
C 9.402 4.746 3.268
O 8.356 5.633 2.911
C 8.317 6.812 3.665
N 7.538 3.240 4.016
H 9.420 1.990 5.374
H 10.722 3.077 5.117
H 10.102 2.133 3.767
H 8.721 4.353 5.328
H 9.722 4.239 2.358
H 10.333 5.231 3.560
H 8.978 7.530 3.179
H 8.654 6.552 4.669
H 7.288 7.170 3.700
H 7.617 2.580 3.256
H 7.307 4.096 3.533
*
```

Calculated values
HOMO level (alpha / beta): -10.82 / -10.82 eV
Strongest force on any atom: 5.90 eV Å⁻¹
LUMO (alpha / beta): -3.19 / -8.40 eV
HOMO-LUMO gap (alpha / beta): 7.625 / 2.413 eV
Energy: -6560.15261 Eh

=====

Entry from the OMol25 dataset: a 2-piece molecular cluster, C3H8N2OS overall in a non-equilibrium geometry (ωB97M-V with the def2-TZVPD basis set).

ORCA input file:
```
! RIJCOSX wB97M-V def2-TZVPD def2/J DEFGRID3
* xyz 0 1
C -0.064 0.812 1.270
C 1.016 0.307 2.035
C 1.141 0.397 0.564
N -0.091 -0.501 -2.008
N -0.819 -1.588 -2.341
O -2.287 0.584 -1.284
S -0.799 0.765 -1.489
H -0.937 0.124 1.192
H -0.315 1.848 1.260
H 0.843 -0.623 2.557
H 1.695 0.950 2.548
H 1.998 1.156 0.484
H 0.997 -0.357 -0.184
H -0.470 -2.503 -2.466
H -1.908 -1.369 -2.137
*
```

Calculated values
HOMO level: -8.86 eV
Strongest force on any atom: 5.65 eV Å⁻¹
LUMO: 0.14 eV
Relative energy (zero: lowest compared OMol25 entry of this formula, charge and spin): 109.4 kcal per mole
HOMO-LUMO gap: 9.003 eV
Energy: -701.90318 Eh